1.
C4H6OS | ωB97M-V with the def2-TZVPD basis set

Each line ends with the natural charge from an NBO analysis.
CARTESIAN COORDINATES (ANGSTROEM)
C -0.51480 1.03896 1.45722  0.455
C -0.33117 -0.14147 0.56683  -0.453
C 0.85003 -0.19799 -0.27563  -0.436
C 0.09032 -0.66684 -1.49029  -0.480
H -1.48200 0.94970 1.96391  0.092
H -0.52646 -0.97462 1.26746  0.226
H 1.18863 0.82402 -0.41838  0.231
H 1.73129 -0.81808 -0.00057  0.220
H 0.45080 -0.14632 -2.38335  0.228
H -0.10563 -1.79143 -1.51301  0.221
O 0.13776 2.03573 1.58424  -0.509
S -1.48877 -0.11165 -0.75843  0.205

- LUMO energy (Ha) = 0.0271
- spin multiplicity = 1
- frontier orbital gap (eV) = 9.7
- HOMO (eV) = -8.92
- total charge = 0



2.
C4H6OS | ωB97M-V with the def2-TZVPD basis set

Each line ends with the natural charge from an NBO analysis.
CARTESIAN COORDINATES (ANGSTROEM)
C 0.38367 -0.53601 0.27064  -0.300
C 0.78029 1.00529 0.20760  -0.562
C -0.70883 1.39759 0.05967  0.624
C -1.14123 -0.23167 0.12783  -0.519
H 0.93224 -2.95528 -0.55896  0.161
H 0.83646 -1.19501 1.15105  0.247
H 1.54932 1.46079 0.75644  0.252
H 1.22925 1.07917 -0.75147  0.244
H -1.73819 -0.53483 0.90472  0.230
H -1.72253 -0.48007 -0.78360  0.244
O -1.23716 2.49751 -0.07633  -0.511
S 0.83671 -1.50747 -1.30758  -0.108

- LUMO energy (Ha) = 0.0083
- spin multiplicity = 1
- frontier orbital gap (eV) = 9.3
- HOMO (eV) = -9.12
- total charge = 0



The calculated energies rank the structures as follows, beginning with the most stable: 1, 2.



1.
C4H6OS | ωB97M-V with the def2-TZVPD basis set

Each line ends with the natural charge from an NBO analysis.
CARTESIAN COORDINATES (ANGSTROEM)
C 0.94790 1.72176 0.03815  -0.466
C 0.28248 0.59096 0.04568  0.283
C -0.89929 0.25700 -0.73239  -0.574
C 0.03464 -1.73511 0.70678  -0.188
H 1.79919 2.01421 0.56122  0.218
H 0.78188 2.44790 -0.81776  0.201
H -1.01473 0.96999 -1.65572  0.266
H -1.80058 0.29292 -0.02636  0.233
H 0.80548 -2.60969 0.52606  0.225
H -0.84638 -1.96134 1.39079  0.203
O 0.63156 -0.41039 0.98865  -0.523
S -0.72215 -1.57821 -1.02510  0.122

- LUMO energy (Ha) = 0.0305
- spin multiplicity = 1
- frontier orbital gap (eV) = 9.8
- HOMO (eV) = -8.99
- total charge = 0



2.
C4H6OS | ωB97M-V with the def2-TZVPD basis set

Each line ends with the natural charge from an NBO analysis.
CARTESIAN COORDINATES (ANGSTROEM)
C -0.55505 0.39171 -0.10054  0.231
C 0.86458 0.65145 -0.22053  -0.363
C 1.73977 -0.57401 -0.55850  -0.383
C 1.82439 0.04919 0.74170  -0.386
H -0.83814 2.24441 -0.09185  0.471
H 1.10831 1.62359 -0.69701  0.222
H 2.54586 -0.41119 -1.26566  0.216
H 1.33338 -1.56599 -0.68205  0.250
H 2.72428 0.65555 0.94873  0.226
H 1.32155 -0.47950 1.57690  0.240
O -1.37784 1.42571 -0.00429  -0.628
S -1.27592 -1.03641 0.06704  -0.096

- LUMO energy (Ha) = 0.0207
- spin multiplicity = 1
- frontier orbital gap (eV) = 9.1
- HOMO (eV) = -8.53
- total charge = 0



The calculated energies rank the structures as follows, beginning with the most stable: 2, 1.



1.
C4H6OS | ωB97M-V with the def2-TZVPD basis set

Each line ends with the natural charge from an NBO analysis.
CARTESIAN COORDINATES (ANGSTROEM)
C 1.24490 1.58474 -0.44279  -0.649
C 1.03459 0.01593 0.05358  -0.217
C 1.91359 -0.68054 0.69940  -0.395
C -1.79227 -0.14305 -0.01575  0.205
H 0.32121 2.28242 -0.35416  0.265
H 1.66866 1.45933 -1.59114  0.231
H 2.16218 1.72506 0.30287  0.223
H 1.59675 -1.64258 1.33485  0.238
H 2.75305 -0.07599 0.94279  0.198
H -2.66344 -0.72333 -0.49810  0.153
O -2.06277 0.91929 0.65677  -0.556
S -0.23382 -0.94011 -0.44737  0.304

- LUMO energy (Ha) = 0.0163
- spin multiplicity = 1
- frontier orbital gap (eV) = 9.8
- HOMO (eV) = -9.39
- total charge = 0



2.
C4H6OS | ωB97M-V with the def2-TZVPD basis set

Each line ends with the natural charge from an NBO analysis.
CARTESIAN COORDINATES (ANGSTROEM)
C 1.76724 0.67385 0.07753  -0.588
C 0.42698 0.13946 0.21601  -0.021
C -0.72994 -0.23579 0.17775  -0.037
C -2.12572 -0.77934 0.20352  -0.126
H 4.10446 0.07825 -0.46305  0.132
H 1.84410 1.41170 -0.74735  0.250
H 1.94485 1.17216 1.06907  0.242
H -2.49120 -0.79283 1.22661  0.191
H -2.16566 -1.80656 -0.15666  0.203
H -2.49757 0.84521 -0.77475  0.476
O -3.04578 -0.02619 -0.58045  -0.699
S 2.96824 -0.67993 -0.24824  -0.023

- LUMO energy (Ha) = 0.0202
- spin multiplicity = 1
- frontier orbital gap (eV) = 10.0
- HOMO (eV) = -9.40
- total charge = 0



3.
C4H6OS | ωB97M-V with the def2-TZVPD basis set

Each line ends with the natural charge from an NBO analysis.
CARTESIAN COORDINATES (ANGSTROEM)
C -0.13791 -1.74599 -0.60074  -0.661
C 0.03798 -0.52876 0.18148  -0.161
C 0.19225 0.65432 -0.82268  0.477
C 0.77000 1.83301 -0.17060  -0.778
H 0.60575 -1.81022 -1.26147  0.226
H -1.10128 -1.37544 -1.10554  0.268
H -0.28841 -2.62748 0.10928  0.229
H 0.13162 2.21697 0.89045  0.289
H 2.07758 1.96397 0.28779  0.291
H 0.55190 2.49094 -1.18514  0.255
O 0.02460 0.44142 -2.06052  -0.528
S -0.45925 -0.35410 1.70150  0.094

- LUMO energy (Ha) = -0.0448
- spin multiplicity = 1
- frontier orbital gap (eV) = 7.7
- HOMO (eV) = -8.88
- total charge = 0



4.
C4H6OS | ωB97M-V with the def2-TZVPD basis set

Each line ends with the natural charge from an NBO analysis.
CARTESIAN COORDINATES (ANGSTROEM)
C -2.57782 -0.28423 -0.40714  -0.650
C -1.36559 0.06497 0.45785  0.090
C -0.41617 1.20447 0.02868  -0.505
C 0.65234 0.08652 0.07662  0.205
H -3.03636 0.62762 -0.82096  0.223
H -3.40360 -0.84282 0.16667  0.230
H -2.24413 -0.83876 -1.29242  0.235
H -1.51551 0.10479 1.55989  0.192
H -0.53312 1.36579 -1.08636  0.238
H -0.22932 2.05987 0.65170  0.241
O -0.27285 -0.85623 0.27228  -0.476
S 2.21177 -0.12857 -0.14330  -0.023

- LUMO energy (Ha) = 0.0243
- spin multiplicity = 1
- frontier orbital gap (eV) = 9.5
- HOMO (eV) = -8.79
- total charge = 0



The calculated energies rank the structures as follows, beginning with the most stable: 4, 2, 1, 3.



1.
C2H6FNO | ωB97M-V with the def2-TZVPD basis set

Each line ends with the natural charge from an NBO analysis.
CARTESIAN COORDINATES (ANGSTROEM)
C 1.87750 1.05236 0.60873  -0.450
C -2.58594 -1.07835 -0.84803  0.283
N 0.64982 0.32522 0.40618  -0.210
O -3.43853 -1.76994 -0.37815  -0.499
F 0.77808 -0.47177 -0.76128  -0.286
H 2.05063 1.67774 -0.26589  0.212
H 1.71768 1.68993 1.47577  0.218
H 2.75494 0.41646 0.77729  0.182
H -2.25876 -0.13708 -0.37686  0.109
H -2.05337 -1.33075 -1.77824  0.105
H 0.50794 -0.37383 1.14048  0.335

- LUMO energy (Ha) = 0.0337
- spin multiplicity = 1
- frontier orbital gap (eV) = 10.8
- HOMO (eV) = -9.91
- total charge = 0



2.
C2H6FNO | ωB97M-V with the def2-TZVPD basis set

Each line ends with the natural charge from an NBO analysis.
CARTESIAN COORDINATES (ANGSTROEM)
C -0.00580 -0.92202 0.16350  -0.656
C 0.51853 0.45513 -0.13366  0.245
N 1.29255 1.03522 1.30632  -0.259
O -0.39324 1.38967 -0.53117  -0.690
F 2.66384 0.90368 1.08725  -0.280
H -0.26013 -1.41033 -0.77757  0.220
H 0.75526 -1.50609 0.67011  0.239
H -0.89178 -0.87230 0.79137  0.208
H 1.34558 0.45491 -0.84716  0.176
H 1.12303 2.04607 1.28175  0.322
H -1.21818 1.27646 -0.03940  0.474

- LUMO energy (Ha) = 0.0301
- spin multiplicity = 1
- frontier orbital gap (eV) = 10.3
- HOMO (eV) = -9.46
- total charge = 0



The calculated energies rank the structures as follows, beginning with the most stable: 2, 1.